Formula: H3PS2
Source: the OMol25 dataset
Level of theory: the ωB97M-V functional and the def2-TZVPD basis

ORCA input file:
```
! RIJCOSX wB97M-V def2-TZVPD def2/J DEFGRID3
* xyz 0 1
S 1.616 0.713 -0.196
S -1.680 0.719 -0.101
P -0.095 -0.707 -0.293
H 2.393 -0.062 0.491
H 0.192 -1.034 1.304
H -2.426 0.372 -1.205
*
```

Highest occupied orbital energy (eV): -8.96
Energy above the lowest of the compared OMol25 structures with the same formula, charge and spin (kcal/mol): 13.8
Kohn-Sham gap (Eh): 0.3466
Structure (SMILES): SPS
E (Eh): -1139.50372
Max |F| (eV/A): 2.9

Table of Mulliken atomic charges, one value per atom, all in e: number 1, S, carries -0.232; number 2, S, carries -0.231; number 3, P, carries 0.068; number 4, H, carries 0.136; number 5, H, carries 0.088; number 6, H, carries 0.172

***

Formula: C5H14N7O2
Source: the OMol25 dataset
Level of theory: the ωB97M-V functional and the def2-TZVPD basis

ORCA input file:
```
! RIJCOSX wB97M-V def2-TZVPD def2/J DEFGRID3
* xyz 1 1
O 2.881 0.101 1.184
O -0.293 1.253 -0.968
N -0.090 0.939 2.125
N -1.139 -1.036 -0.086
N 0.685 -0.844 1.397
N 0.650 0.202 -0.781
N -3.324 -0.423 -0.496
N 1.993 -0.891 1.532
N -2.264 0.564 1.249
C -1.280 1.258 1.899
C 3.689 -0.085 -0.044
C -2.195 -0.266 0.190
C 0.288 -0.921 0.064
C -0.969 0.906 -2.202
H -1.759 1.623 -2.201
H -3.119 -0.322 -1.495
H 1.571 0.617 -0.461
H 0.782 -1.835 -0.259
H 0.624 1.573 2.518
H 3.907 0.904 -0.421
H -4.128 -0.227 0.037
H 2.404 -1.601 2.130
H -1.401 -0.012 -2.261
H -3.276 0.791 1.413
H 2.964 -0.499 -0.711
H -0.293 0.944 -3.055
H 4.483 -0.785 0.103
H -1.390 -1.931 -0.400
*
```

Highest occupied orbital energy (spin up / spin down) (eV): -11.10 / -11.33
Energy above the lowest of the compared OMol25 structures with the same formula, charge and spin (kcal/mol): 55.5
Kohn-Sham gap (spin up / spin down) (Eh): 0.2663 / 0.2833
E (Eh): -732.11195
Max |F| (eV/A): 3.6

Table of Mulliken atomic charges, one value per atom, all in e: number 1, O, carries -0.293; number 2, O, carries -0.255; number 3, N, carries -0.123; number 4, N, carries -0.082; number 5, N, carries -0.144; number 6, N, carries -0.224; number 7, N, carries -0.382; number 8, N, carries -0.194; number 9, N, carries -0.111; number 10, C, carries -0.141; number 11, C, carries -0.668; number 12, C, carries 0.501; number 13, C, carries -0.282; number 14, C, carries -0.751; number 15, H, carries 0.373; number 16, H, carries 0.259; number 17, H, carries 0.231; number 18, H, carries 0.516; number 19, H, carries 0.287; number 20, H, carries 0.281; number 21, H, carries 0.204; number 22, H, carries 0.197; number 23, H, carries 0.269; number 24, H, carries 0.257; number 25, H, carries 0.356; number 26, H, carries 0.343; number 27, H, carries 0.303; number 28, H, carries 0.275